1.
Formula: C22H68O12
Source: OMol25
Level of theory: wB97M-V/def2-TZVPD

Summary:
E ... -48484.2762 eV
SMILES ... CCO.CCO.CCO.CCO.CCO.CCO.CCO.CCO.CCO.CCO.CCO.O
Largest force on an atom ... 3.39 eV Å⁻¹
HOMO energy ... -9.477 eV
Lowest unoccupied orbital energy ... 0.47 eV
Orbital gap ... 9.944 eV

CARTESIAN COORDINATES (ANGSTROEM)
C1 3.9209 1.2877 1.4677
C2 4.7866 1.0644 2.7073
O1 5.5479 -0.2042 2.4030
H1 4.5257 1.2610 0.5624
H2 3.4327 2.2236 1.5593
H3 3.1570 0.5392 1.3674
H4 4.1233 0.8371 3.5279
H5 5.5128 1.8129 2.8931
H6 5.9027 -0.5634 3.2028
C3 -1.0264 -4.5010 -0.2272
C4 -0.7404 -3.0495 -0.3411
O2 -1.4013 -2.2182 0.6664
H7 -2.0850 -4.6477 -0.3365
H8 -0.6727 -4.8696 0.7550
H9 -0.4789 -5.0477 -1.0248
H10 -1.0871 -2.5707 -1.2381
H11 0.3353 -2.8923 -0.3688
H12 -1.1713 -2.5513 1.5517
C5 4.8221 -2.0519 -1.4147
C6 4.0825 -2.6791 -0.2243
O3 3.4778 -1.7224 0.6967
H13 5.2047 -2.7773 -2.1251
H14 5.6373 -1.3840 -1.0989
H15 4.1635 -1.4047 -2.0349
H16 4.8470 -3.2637 0.3062
H17 3.3049 -3.3472 -0.5762
H18 4.2166 -1.2739 1.1209
C7 0.9209 -1.5005 2.9274
C8 0.0047 -2.1505 3.9543
O4 -0.8242 -3.0796 3.2516
H19 1.5341 -2.2053 2.4132
H20 1.6166 -0.8497 3.4716
H21 0.4547 -0.9285 2.1435
H22 -0.5684 -1.4050 4.4865
H23 0.6440 -2.6232 4.7098
H24 -1.5955 -3.3316 3.7736
C9 -4.0342 3.2660 0.0859
C10 -3.4510 3.6140 1.4691
O5 -3.2444 2.4384 2.3126
H25 -3.3000 2.7108 -0.4938
H26 -4.3839 4.1425 -0.4889
H27 -4.8921 2.5992 0.1637
H28 -4.1798 4.2565 1.9727
H29 -2.4742 4.1563 1.3350
H30 -2.7031 1.8591 1.7554
C11 -4.1673 -1.3291 -1.7205
C12 -4.6305 -2.2187 -0.6196
O6 -5.9540 -1.9331 -0.2335
H31 -4.8123 -1.3205 -2.5743
H32 -3.1696 -1.6677 -2.0485
H33 -3.9814 -0.2876 -1.4230
H34 -3.8324 -1.9980 0.1369
H35 -4.6352 -3.2517 -0.9494
H36 -6.0473 -0.9804 -0.1578
C13 -3.4604 -0.8515 3.6607
C14 -4.9186 -0.4151 3.4542
O7 -5.2368 0.2923 2.2707
H37 -2.8471 0.0365 3.8111
H38 -2.9503 -1.4791 2.8864
H39 -3.4359 -1.3635 4.6254
H40 -5.0657 0.1408 4.3583
H41 -5.5343 -1.3217 3.4269
H42 -4.7534 1.1383 2.2525
C15 -0.2255 4.6795 -1.9162
C16 0.4850 4.5637 -0.5539
O8 1.4351 3.4708 -0.5692
H43 -0.8924 3.8614 -2.0789
H44 0.5108 4.6967 -2.7275
H45 -0.8709 5.5620 -1.9332
H46 -0.2171 4.2720 0.2012
H47 0.8921 5.5642 -0.2840
H48 1.9725 3.4816 -1.3840
C17 0.5098 -1.4302 -3.4540
C18 1.3537 -1.8575 -4.6743
O9 1.2735 -1.0780 -5.8794
H49 0.8033 -2.0963 -2.6593
H50 -0.5582 -1.5125 -3.8148
H51 0.6893 -0.4314 -3.1125
H52 1.0064 -2.8414 -4.9933
H53 2.4146 -1.9119 -4.4189
H54 1.6470 -0.2217 -5.7655
C19 3.7165 1.0629 -3.0387
C20 2.7123 2.1132 -3.5481
O10 2.9490 3.4634 -3.0908
H55 3.4992 0.1732 -3.6316
H56 3.6433 0.8036 -1.9832
H57 4.7448 1.2628 -3.3546
H58 1.6840 1.8878 -3.1925
H59 2.7422 2.0699 -4.6404
H60 3.9118 3.5917 -2.9970
C21 0.6599 0.2592 -0.4311
C22 -0.8099 0.6667 -0.6682
O11 -1.5936 0.5346 0.5355
H61 1.3326 0.5545 -1.2454
H62 0.7459 -0.7811 -0.2036
H63 1.0544 0.8159 0.4275
H64 -1.3394 0.0814 -1.4118
H65 -0.8354 1.7092 -0.9446
H66 -1.5718 -0.4284 0.7299
O12 -0.3993 1.5798 3.1032
H67 -0.3794 1.4239 2.1526
H68 -1.1257 2.2195 3.2732

Cartesian forces (eV/Å) of the 6 atoms listed first:
C 1.02 -0.14 0.46
C -0.26 -2.95 -1.64
O -1.02 1.36 -0.60
H 0.10 0.16 -0.02
H -0.50 1.09 -0.13
H -0.26 -0.41 0.14

Atom charges from the Löwdin analysis, given in e for atoms 1 to 8: -0.078, -0.201, -0.115, 0.080, 0.066, 0.040, 0.105, 0.094

2.
Formula: C22H68O18
Source: OMol25
Level of theory: wB97M-V/def2-TZVPD

Summary:
E ... -60767.0235 eV
SMILES ... OCCO.OCCO.OCCO.OCCO.OCCO.OCCO.CCO.CCO.CCO.CCO.CO.CO
Largest force on an atom ... 1.96 eV Å⁻¹
HOMO energy ... -9.801 eV
Lowest unoccupied orbital energy ... 0.33 eV
Orbital gap ... 10.131 eV

CARTESIAN COORDINATES (ANGSTROEM)
C1 15.8332 -7.2550 -1.4585
O1 15.4737 -6.0247 -0.8220
H1 14.9943 -7.5889 -2.0668
H2 16.6852 -7.1347 -2.1380
H3 16.0676 -8.0067 -0.7000
H4 16.1335 -5.8992 -0.1339
C2 11.8669 -12.6256 4.2243
O2 12.7877 -13.1400 3.2643
H5 10.8483 -12.7098 3.8265
H6 11.9727 -13.1606 5.1614
H7 11.9825 -11.5464 4.3814
H8 12.5960 -12.6227 2.4718
C3 19.4914 -10.4239 -2.4559
C4 20.9214 -10.7212 -2.0672
O3 21.1251 -10.2044 -0.7422
O4 19.3789 -9.1020 -2.9353
H9 18.8613 -10.6429 -1.5879
H10 19.2039 -11.1240 -3.2520
H11 21.5811 -10.1806 -2.7514
H12 21.1531 -11.7860 -2.1102
H13 21.9709 -9.7530 -0.6960
H14 18.5060 -8.7617 -2.7225
C5 19.5024 -8.5257 1.8689
C6 18.8181 -8.5818 3.2115
O5 19.1364 -9.7567 3.9338
O6 18.9271 -9.3818 0.9095
H15 20.5659 -8.7609 1.9985
H16 19.4927 -7.4679 1.5613
H17 17.7382 -8.4214 3.1378
H18 19.1988 -7.7132 3.7671
H19 18.3149 -10.1168 4.2905
H20 19.5334 -9.4276 0.1555
C7 15.3994 -13.2273 -2.5605
C8 16.3195 -12.0508 -2.7736
O7 16.5207 -11.7088 -4.1412
O8 14.0592 -12.8904 -2.9864
H21 15.2931 -13.4314 -1.4967
H22 15.7439 -14.1224 -3.0835
H23 17.2630 -12.4115 -2.3310
H24 16.0037 -11.1755 -2.2107
H25 17.2177 -12.2922 -4.4560
H26 14.0636 -12.8433 -3.9479
C9 17.6899 -11.3794 7.8127
C10 16.5056 -11.0366 6.9522
O9 16.8287 -10.9679 5.5844
O10 18.1437 -12.7056 7.5852
H27 17.3572 -11.3281 8.8499
H28 18.4828 -10.6422 7.6516
H29 15.9887 -10.1542 7.3797
H30 15.6537 -11.7235 7.0996
H31 16.0074 -10.9180 5.0753
H32 18.0128 -12.9067 6.6524
C11 13.3590 -15.9595 1.8827
C12 13.4853 -17.3473 1.2874
O11 14.2959 -18.1765 2.0928
O12 14.5887 -15.2366 1.6726
H33 13.2405 -16.0539 2.9663
H34 12.5316 -15.3683 1.4834
H35 14.0062 -17.1851 0.3301
H36 12.5024 -17.7376 1.0427
H37 15.1724 -17.7801 2.1026
H38 14.5154 -14.4839 2.2754
C13 12.6876 -7.4309 1.3616
C14 11.3407 -7.0935 1.9753
O13 11.3808 -6.0352 2.8860
O14 13.4839 -8.1555 2.3288
H39 13.2576 -6.5281 1.1311
H40 12.5914 -8.0608 0.4802
H41 11.0217 -8.0368 2.4565
H42 10.5648 -6.9679 1.2135
H43 11.6895 -6.3832 3.7373
H44 13.6305 -7.5257 3.0445
C15 10.6551 -11.5412 0.6317
C16 11.8767 -11.5795 -0.2509
O15 12.4030 -12.9051 -0.0899
H45 10.2312 -10.5334 0.7272
H46 10.8667 -11.7863 1.6744
H47 9.8641 -12.1864 0.2560
H48 12.6859 -10.9191 0.0782
H49 11.6294 -11.3619 -1.2903
H50 12.7697 -13.3182 -0.8785
C17 15.9837 -10.5010 1.0393
C18 15.4582 -11.3771 2.1655
O16 14.9782 -10.5954 3.2464
H51 16.3239 -9.5000 1.3023
H52 15.3146 -10.4741 0.1754
H53 16.9462 -10.8789 0.6722
H54 16.2961 -11.9570 2.5605
H55 14.7724 -12.1553 1.8138
H56 14.3341 -9.9630 2.9069
C19 13.3211 -9.0639 5.9678
C20 11.8825 -8.6955 5.6045
O17 11.7615 -7.3014 5.3661
H57 13.5208 -8.6774 6.9710
H58 14.0393 -8.6184 5.2815
H59 13.4792 -10.1432 6.0025
H60 11.2179 -9.0126 6.4161
H61 11.5388 -9.3130 4.7727
H62 11.5958 -6.8619 6.2039
C21 18.9492 -13.7429 0.2143
C22 17.7526 -14.2667 0.9856
O18 16.8430 -14.8475 0.0803
H63 19.7607 -13.4478 0.8824
H64 18.6444 -12.8799 -0.3756
H65 19.3823 -14.5512 -0.3806
H66 17.3266 -13.4018 1.5077
H67 18.0373 -15.0048 1.7427
H68 15.9934 -15.0529 0.5055

Cartesian forces (eV/Å) of the 6 atoms listed first:
C -0.08 0.13 0.09
O 0.24 -0.39 -0.17
H -0.10 0.03 0.14
H 0.05 0.09 0.12
H -0.01 -0.15 -0.19
H -0.09 0.25 0.04

Atom charges from the Löwdin analysis, given in e for atoms 1 to 8: -0.147, -0.121, 0.081, 0.070, 0.063, 0.072, -0.129, -0.126

3.
Formula: C22H69N8O10
Source: OMol25
Level of theory: wB97M-V/def2-TZVPD

Summary:
E ... -56314.7012 eV
Total charge ... +1
Largest force on an atom ... 5.14 eV Å⁻¹
HOMO energy ... -9.937 eV
Lowest unoccupied orbital energy ... -3.33 eV
Orbital gap ... 6.602 eV

CARTESIAN COORDINATES (ANGSTROEM)
N1 25.4821 8.3675 8.8929
H1 24.6250 8.5219 8.3814
H2 26.0252 9.2170 8.9520
H3 26.0840 7.6953 8.4390
H4 25.2308 8.0835 9.8290
N2 20.7455 9.8111 9.4283
H5 21.3657 9.8551 8.6323
H6 19.7849 10.0440 9.2209
H7 21.0665 10.4943 10.0993
H8 20.7957 8.8694 9.7898
N3 22.8123 9.9193 6.7288
O1 21.7768 10.6068 6.8711
O2 23.5051 9.9911 5.7240
O3 23.1430 9.2783 7.6901
C1 17.9219 10.6578 3.7467
C2 18.8235 10.4406 4.9691
O4 19.9234 11.2569 4.8268
O5 18.3873 9.9255 2.6153
H9 17.6991 11.7018 3.5264
H10 16.9610 10.2633 4.0768
H11 19.1912 9.4166 5.0341
H12 18.2792 10.5974 5.9004
H13 20.4885 11.1137 5.5895
H14 18.0922 9.0156 2.6967
C3 21.2016 16.0061 11.8304
C4 20.2890 16.4560 10.6510
C5 19.4791 15.2338 10.3061
O6 20.3642 14.1782 9.9317
C6 20.1187 13.6631 8.6897
N4 19.5116 17.6316 11.0063
H15 21.5436 16.8307 12.4559
H16 22.1046 15.5485 11.4262
H17 20.7241 15.2577 12.4628
H18 20.9975 16.6920 9.8570
H19 18.7122 15.4663 9.5673
H20 18.8971 14.9210 11.1730
H21 19.1400 13.2119 8.5263
H22 20.7128 12.7599 8.5505
H23 20.3296 14.4275 7.9418
H24 18.8377 17.7524 10.2637
H25 20.0101 18.5092 10.9677
C7 26.7865 8.5710 4.5501
C8 25.5950 7.5420 4.4628
C9 25.9083 6.1973 3.8204
O7 26.3252 6.3423 2.4706
C10 27.0393 5.2449 1.9248
N5 25.0543 7.3805 5.8139
H26 26.3577 9.5636 4.6878
H27 27.2609 8.6945 3.5766
H28 27.5598 8.5261 5.3170
H29 24.8132 8.0444 3.8931
H30 25.0700 5.5006 3.8218
H31 26.6867 5.7409 4.4320
H32 27.2542 5.5967 0.9158
H33 26.3389 4.4159 1.8236
H34 27.9736 5.0269 2.4420
H35 24.7655 8.3297 6.0029
H36 24.1941 6.8513 5.7995
C11 20.3278 6.3670 2.1015
C12 21.0671 6.8476 3.3092
C13 21.9480 5.7734 3.8822
O8 22.6443 5.9843 5.2097
C14 21.7745 6.4297 6.2769
N6 21.9447 7.9963 2.9571
H37 21.0050 5.9590 1.3511
H38 19.7872 7.1296 1.5408
H39 19.5964 5.5824 2.2953
H40 20.2950 7.2161 3.9846
H41 22.7745 5.6204 3.1882
H42 21.4306 4.8152 3.9298
H43 21.1431 5.5785 6.5319
H44 21.1213 7.2014 5.8694
H45 22.3298 6.5455 7.2076
H46 22.4936 7.6682 2.1754
H47 22.6621 7.8901 3.6601
C15 22.2292 14.0833 4.6581
C16 23.4958 13.5531 4.0218
C17 24.8146 13.6758 4.8893
O9 25.9035 13.2465 4.0787
C18 27.1252 12.9739 4.7630
N7 23.3853 12.1836 3.6071
H48 21.4105 14.1693 3.9436
H49 22.3924 15.0620 5.1093
H50 21.8094 13.3806 5.3779
H51 23.6447 14.1205 3.1031
H52 24.7226 13.0570 5.7819
H53 24.9575 14.7296 5.1286
H54 27.3286 13.7679 5.4816
H55 27.9892 12.8682 4.1069
H56 27.0977 12.1189 5.4384
H57 24.2111 12.0055 3.0534
H58 23.4720 11.5663 4.4018
C19 23.6386 12.2078 10.0031
C20 22.8865 11.8553 11.2719
C21 23.2789 12.6905 12.4985
O10 22.4476 12.3998 13.6396
C22 22.9937 13.0177 14.8351
N8 21.4673 11.7945 11.0775
H59 23.4181 13.1949 9.5967
H60 23.4841 11.4665 9.2190
H61 24.6925 12.2170 10.2810
H62 23.2666 10.8763 11.5637
H63 23.3588 13.7657 12.3386
H64 24.3241 12.4121 12.6333
H65 23.8926 12.5031 15.1747
H66 22.3133 13.0820 15.6842
H67 23.2710 14.0681 14.7463
H68 21.0292 11.9366 11.9763
H69 21.3084 12.7174 10.6993

Cartesian forces (eV/Å) of the 6 atoms listed first:
N 0.83 0.03 0.82
H -0.97 0.42 -1.27
H -0.03 0.60 -0.04
H -0.09 -0.73 -0.56
H 0.16 -0.30 0.39
N -0.73 -1.78 -0.52

Atom charges from the Löwdin analysis, given in e for atoms 1 to 8: 0.334, 0.060, 0.149, 0.134, 0.146, 0.302, 0.054, 0.144

4.
Formula: C22H70O24
Source: OMol25
Level of theory: wB97M-V/def2-TZVPD

Summary:
E ... -73078.9779 eV
Largest force on an atom ... 4.63 eV Å⁻¹
HOMO energy ... -9.166 eV
Lowest unoccupied orbital energy ... -0.05 eV
Orbital gap ... 9.116 eV

CARTESIAN COORDINATES (ANGSTROEM)
O1 -2.9218 -3.5097 -1.3703
H1 -2.4632 -4.2289 -1.7814
H2 -2.6419 -3.3264 -0.4569
O2 -3.5539 2.8927 2.0078
H3 -4.3329 2.9023 2.5814
H4 -3.8494 2.5269 1.1585
C1 -5.7162 3.0723 -0.1522
C2 -5.1564 4.4369 -0.2258
O3 -4.1575 4.4680 -1.2408
O4 -4.5961 2.2148 -0.2928
H5 -6.3295 2.8371 -0.9515
H6 -6.2016 2.9898 0.7971
H7 -4.7926 4.7111 0.7407
H8 -5.9497 5.0785 -0.4406
H9 -3.4209 5.0425 -0.9944
H10 -4.1446 2.3503 -1.0968
C3 4.4490 3.7935 -2.2445
C4 3.8349 3.1162 -1.0193
O5 3.2930 1.9232 -1.4617
O6 4.8156 5.0618 -1.7659
H11 3.8070 3.9039 -3.0426
H12 5.4311 3.3498 -2.5337
H13 2.9263 3.7560 -0.7915
H14 4.3839 2.9988 -0.0775
H15 2.8684 1.4308 -0.7555
H16 5.6161 5.3153 -2.2913
C5 5.0952 -1.3382 -2.4194
C6 4.7057 -0.3999 -3.5226
O7 4.8263 0.9911 -3.2060
O8 4.1264 -1.1522 -1.3782
H17 6.1217 -1.2028 -2.1256
H18 5.0995 -2.3447 -2.8523
H19 3.6828 -0.5862 -3.9493
H20 5.2207 -0.6653 -4.3606
H21 4.1268 1.3369 -2.6230
H22 4.6141 -0.8590 -0.6221
C7 -1.2815 0.9830 3.5860
C8 -0.2807 0.7795 4.7151
O9 -0.4041 1.8402 5.6257
O10 -1.1582 -0.1530 2.6887
H23 -1.1401 1.9318 2.9786
H24 -2.2386 0.8794 4.0892
H25 0.7821 0.8201 4.2323
H26 -0.4213 -0.1109 5.2860
H27 -0.1929 1.5729 6.4756
H28 -1.4875 0.1391 1.8497
C9 2.9480 1.5833 2.0073
C10 1.6422 2.1787 1.6082
O11 1.1163 2.9707 2.6691
O12 3.3886 0.6801 1.0185
H29 2.8318 0.9577 2.8821
H30 3.6752 2.4544 2.1752
H31 0.8639 1.4462 1.2773
H32 1.7636 2.8385 0.6724
H33 0.4849 3.5951 2.2158
H34 4.3365 0.5675 0.9651
C11 2.9103 -3.5803 1.1934
C12 1.6215 -2.8725 0.6072
O13 1.1316 -1.8770 1.4372
O14 3.2723 -4.5708 0.3364
H35 2.6280 -4.1460 2.0604
H36 3.7089 -2.9250 1.4598
H37 0.7877 -3.5569 0.3591
H38 1.8483 -2.2936 -0.2658
H39 1.7566 -1.1644 1.4008
H40 4.0290 -4.2515 -0.1310
C13 -0.8663 -5.0197 1.9638
C14 -2.1788 -4.1162 1.6915
O15 -1.8527 -2.9570 0.9558
O16 -1.4517 -6.0002 2.7271
H41 -0.1689 -4.3487 2.3888
H42 -0.3000 -5.4118 1.1456
H43 -2.7228 -3.9346 2.6512
H44 -2.9151 -4.6056 1.0926
H45 -1.3718 -2.4151 1.5437
H46 -0.9034 -6.7673 2.4990
C15 -5.1239 -1.9827 1.4322
C16 -4.1980 -1.1347 2.2478
O17 -3.7536 -1.6630 3.4936
O18 -5.2964 -1.3039 0.2107
H47 -6.1283 -1.9600 1.7778
H48 -4.7431 -3.0698 1.2347
H49 -4.6744 -0.2280 2.5297
H50 -3.2879 -0.8660 1.7155
H51 -4.5268 -2.1212 3.8454
H52 -4.4830 -1.3892 -0.3277
C17 -0.9329 3.8338 -2.3811
C18 0.4205 4.3064 -1.8904
O19 0.7475 5.3963 -2.7377
O20 -1.3557 2.8342 -1.4331
H53 -0.8790 3.3855 -3.3972
H54 -1.6319 4.7007 -2.4180
H55 1.0388 3.4780 -2.0432
H56 0.5051 4.4531 -0.8325
H57 1.2864 6.0202 -2.3435
H58 -1.2002 3.1204 -0.5609
C19 0.2907 0.2741 -1.4695
C20 -0.9915 -0.4469 -0.9108
O21 -1.6558 0.4076 -0.0687
O22 1.3632 -0.4820 -1.9160
H59 0.6896 0.9881 -0.7694
H60 -0.0399 0.8865 -2.3920
H61 -0.6289 -1.2836 -0.4277
H62 -1.6551 -0.8281 -1.7185
H63 -1.8346 1.2516 -0.4780
H64 2.0079 0.1447 -2.2090
C21 0.3559 -4.1923 -2.1894
C22 1.2663 -3.9393 -3.3558
O23 2.2317 -3.0883 -2.7714
O24 -0.6453 -5.0996 -2.5815
H65 -0.0185 -3.2893 -1.6565
H66 0.8011 -4.6312 -1.3220
H67 0.6193 -3.3827 -4.0140
H68 1.5079 -4.8940 -3.8412
H69 1.8234 -2.3132 -2.4935
H70 -0.2779 -5.9193 -2.9114

Cartesian forces (eV/Å) of the 6 atoms listed first:
O -1.28 1.11 -0.01
H 0.74 -0.65 0.06
H 0.48 -0.28 -0.73
O 0.13 0.34 0.76
H 0.37 -0.11 -0.13
H -0.09 -0.25 -0.21

Atom charges from the Löwdin analysis, given in e for atoms 1 to 8: -0.055, -0.004, -0.023, -0.064, 0.048, -0.022, -0.193, -0.235